12 unconnected molecules or ions with the total composition C64H160BCl3F4N8O8 in a non-equilibrium geometry. Source: the OMol25 dataset; level of theory: ωB97M-V with the def2-TZVPD basis set.

Structure (XYZ):
```
248
Properties=species:S:1:pos:R:3:forces:R:3
C 2.85446 -2.56718 5.44401 -0.28 0.06 -1.18
C 3.83961 -1.41253 5.48557 -0.74 0.50 1.34
N 3.39106 -0.31135 6.50228 -0.54 -0.62 -1.18
C 2.00586 0.19056 6.11479 -0.80 0.20 -1.34
C 3.27672 -0.83065 7.88950 -0.47 -1.02 -0.21
C 4.51267 -1.52004 8.36524 0.79 0.61 -0.81
C 4.44995 0.76961 6.45282 -0.28 -0.17 0.22
C 4.53290 1.55476 5.18240 -0.51 0.79 -0.86
O 5.31238 1.01435 4.14532 -0.12 -0.47 0.10
C 6.69711 1.15248 4.35621 0.16 -0.45 1.27
H 2.78578 -3.04845 6.39087 -0.04 -0.14 1.08
H 3.22021 -3.41854 4.82403 -0.26 0.98 -0.12
H 1.82636 -2.24702 5.17306 0.57 -0.44 -0.20
H 3.96605 -0.74056 4.64934 0.13 -0.88 -0.90
H 4.78412 -1.77277 5.87402 0.37 0.24 -0.30
H 1.85255 1.16882 6.61195 0.07 -0.54 -0.28
H 1.17256 -0.52212 6.39216 1.21 0.59 -0.11
H 1.88208 0.30461 4.96832 0.49 -0.16 1.93
H 2.43469 -1.54922 7.88091 0.37 0.54 0.11
H 3.02426 -0.00266 8.49747 -0.43 0.91 0.68
H 5.43035 -0.90255 8.24069 -0.59 -0.59 0.16
H 4.57329 -2.43496 7.80461 0.57 -0.54 0.00
H 4.41108 -1.76031 9.39178 -0.07 -0.25 1.03
H 5.39688 0.30049 6.58800 0.60 -0.46 0.53
H 4.21564 1.40130 7.28702 0.10 0.50 0.45
H 4.83500 2.61566 5.34467 -0.21 -0.67 0.26
H 3.53006 1.53076 4.79656 -0.47 0.63 -0.49
H 6.90625 2.11192 4.76966 0.23 1.24 -0.07
H 7.20180 1.01667 3.42803 0.36 -0.20 -0.57
H 7.11403 0.49354 5.14433 -0.31 -0.34 -0.58
C -2.71410 3.98028 4.58527 -0.12 0.57 -1.25
C -3.99753 4.81768 4.35367 0.29 0.81 1.21
N -5.31946 4.03208 4.46428 0.43 1.00 0.46
C -5.25414 3.01026 3.41835 -0.04 0.08 -1.09
C -5.44399 3.50376 5.90031 1.05 0.20 -0.73
C -6.66359 2.64201 6.10923 0.02 -0.39 -1.20
C -6.48972 4.98189 4.06677 2.20 -1.87 -1.48
C -6.94381 5.94272 5.03131 -0.19 1.47 1.54
O -5.85622 6.82127 5.29895 -0.54 -0.18 0.26
C -6.19043 7.95982 6.09084 -0.15 -0.20 0.01
H -2.31384 3.53190 3.65573 -0.20 0.31 0.49
H -2.77709 3.21821 5.31310 -0.66 -1.13 0.64
H -1.95876 4.58478 5.06888 0.24 0.65 -0.45
H -4.03382 5.29294 3.35580 0.23 -0.33 0.53
H -4.04384 5.64958 5.11560 -0.13 -1.03 -0.93
H -6.25054 2.59983 3.26625 0.26 -0.18 -0.22
H -4.53072 2.27019 3.65223 0.40 -0.95 0.66
H -4.80484 3.43814 2.49388 -0.92 -0.02 0.42
H -5.30734 4.45129 6.46084 -0.35 -0.93 0.26
H -4.57720 2.82581 6.00811 -0.22 0.78 0.28
H -7.51949 3.07400 5.59464 -0.28 -0.10 0.23
H -6.91064 2.46898 7.14410 0.06 0.10 0.33
H -6.44067 1.65976 5.63268 -0.39 0.52 0.41
H -7.29030 4.33308 3.75611 -0.30 -0.12 -0.26
H -6.00239 5.47034 3.21610 -0.78 0.12 -0.12
H -7.33174 5.45607 5.95455 0.09 0.47 -0.36
H -7.77517 6.44124 4.50433 0.03 0.22 0.48
H -5.29012 8.52120 6.27052 0.38 0.04 0.04
H -6.64942 7.69877 7.03719 0.01 -0.32 0.29
H -6.88310 8.59244 5.57263 -0.45 0.40 -0.48
C 2.04091 5.05030 -3.97073 1.70 -2.07 0.45
C 1.22388 6.06779 -4.67428 -0.83 0.94 -0.38
N -0.06566 5.53645 -5.32340 0.39 -0.78 0.20
C -0.94632 5.20771 -4.16811 -0.82 0.05 -0.75
C -0.65674 6.61503 -6.17452 0.33 0.29 -0.71
C -1.41223 7.71204 -5.50856 -0.35 2.49 0.73
C 0.06250 4.21701 -6.12194 1.88 0.74 0.19
C 0.78605 4.39677 -7.46573 0.25 0.76 1.23
O 2.16726 4.72610 -7.11991 -1.94 -0.38 -0.44
C 2.95048 5.15473 -8.23400 -0.03 -2.87 0.37
H 3.03891 5.46006 -3.65818 -1.12 0.01 -0.36
H 2.29019 4.14939 -4.59585 -0.13 1.02 0.35
H 1.60068 4.58032 -3.05867 0.02 0.72 -0.58
H 1.73170 6.65056 -5.46058 0.09 -0.53 0.54
H 0.79308 6.74951 -3.92452 0.53 0.20 -0.40
H -1.03435 6.12061 -3.58031 -0.28 -0.33 0.14
H -0.54261 4.37467 -3.58014 -0.09 0.23 -0.36
H -1.88929 4.94951 -4.66613 -0.10 -0.07 0.81
H -1.27250 6.17808 -6.93424 -0.57 -0.68 -0.19
H 0.15315 7.06703 -6.76482 0.04 -0.23 0.46
H -2.42948 7.53687 -5.07630 0.66 -0.23 -1.07
H -1.38944 8.60118 -6.23896 -0.58 -1.39 1.05
H -0.89570 8.12554 -4.63295 0.34 -0.09 -0.20
H -0.91172 3.76924 -6.20863 -0.47 0.10 -0.12
H 0.68224 3.60380 -5.46723 -0.28 -0.44 -0.20
H 0.30915 5.27131 -7.94835 0.41 -0.67 -0.50
H 0.65416 3.45932 -8.05905 0.41 0.74 0.25
H 2.77779 6.15125 -8.50454 -0.63 1.45 -0.69
H 2.78287 4.39795 -9.06007 0.52 1.16 0.54
H 3.94301 5.09279 -7.81458 0.57 -0.06 -0.46
C 0.13414 1.33443 2.49156 -0.20 0.71 1.85
C 0.20336 1.12119 1.02120 -0.46 2.23 0.61
N 0.56741 -0.18413 0.51869 -0.45 -3.17 -0.10
C 1.50089 -0.97322 1.39360 0.79 2.47 0.38
C -0.75732 -0.95894 0.33158 1.45 -1.66 -1.89
C -0.66358 -2.52343 0.42588 -1.50 1.16 0.13
C 1.27325 -0.13514 -0.80207 -1.06 -0.78 -0.79
C 2.66385 0.35717 -0.78304 0.38 1.86 0.82
O 2.75055 1.70466 -0.25235 -0.75 -0.84 -0.77
C 3.98538 2.00935 0.32095 0.54 0.37 -0.79
H 1.12716 1.58529 2.85538 0.23 0.01 0.31
H -0.22602 0.51559 3.12493 -0.33 0.06 -0.24
H -0.49043 2.27049 2.66585 0.65 -1.28 -0.16
H 0.89462 1.90294 0.73043 0.04 -0.39 -0.90
H -0.78601 1.37292 0.69378 -0.31 -0.13 -1.01
H 1.95353 -1.79057 0.86968 -0.04 -0.39 -0.53
H 1.03621 -1.31961 2.29947 -0.28 0.16 0.45
H 2.26262 -0.16323 1.53386 -0.17 -1.24 0.79
H -1.07631 -0.65656 -0.66821 0.03 -0.12 0.11
H -1.50084 -0.58556 0.96064 -0.71 0.62 1.47
H 0.16074 -2.92791 -0.15975 0.13 -0.10 0.16
H -1.62974 -2.85554 -0.08903 1.25 0.21 0.89
H -0.67618 -2.81388 1.51367 0.16 -0.01 -1.20
H 0.62358 0.47291 -1.46393 0.56 -0.36 0.10
H 1.39820 -1.19902 -1.16968 -0.69 0.93 0.14
H 2.94625 0.30111 -1.80284 0.48 0.38 -1.33
H 3.38223 -0.24747 -0.26234 0.13 -0.65 0.50
H 3.88971 3.02214 0.74142 0.15 -0.57 0.27
H 4.77632 2.06420 -0.45434 -0.13 -0.08 0.27
H 4.24884 1.21654 1.02168 0.30 0.30 0.49
C -0.13560 -6.68843 -1.13451 1.02 -0.14 -1.87
C 0.65387 -7.99017 -1.14829 0.87 0.08 -0.45
N 2.13765 -7.80261 -0.66767 -0.24 -2.07 -0.05
C 2.86506 -6.81540 -1.52167 -1.28 -0.64 -1.58
C 2.23840 -7.35794 0.80726 0.63 -0.23 -1.03
C 1.66728 -8.37129 1.81908 1.05 -0.25 -1.97
C 2.84446 -9.27064 -0.82140 -2.38 1.44 1.17
C 4.31116 -9.33989 -0.71322 1.53 0.63 -0.83
O 4.70146 -8.76478 0.49421 1.07 -0.68 0.59
C 6.12292 -8.90250 0.78477 -0.73 0.40 -2.11
H -0.25381 -6.22418 -0.20674 -0.50 0.16 1.83
H -1.07987 -6.79375 -1.65868 -0.19 -0.26 0.20
H 0.40673 -5.92436 -1.68353 0.06 0.09 -0.42
H 0.75774 -8.41752 -2.17399 -0.17 0.53 0.68
H 0.14996 -8.75269 -0.55080 0.46 0.00 0.12
H 2.85492 -7.19639 -2.57404 -0.33 0.27 0.73
H 3.89788 -6.81663 -1.27566 0.75 0.36 0.75
H 2.36863 -5.83060 -1.51016 0.58 -0.30 0.22
H 1.90581 -6.31745 0.78383 -0.61 -0.28 0.45
H 3.30008 -7.30689 0.85634 0.75 0.22 0.73
H 1.57740 -7.91263 2.76807 -0.35 0.48 0.92
H 2.36947 -9.26142 1.93739 -1.15 1.15 -0.26
H 0.70194 -8.60989 1.37321 -0.18 -0.62 0.85
H 2.47081 -9.66559 -1.73623 -0.11 -0.16 -0.88
H 2.35202 -9.82853 -0.01179 0.37 0.07 -0.35
H 4.87359 -8.85060 -1.55320 -0.64 -0.16 0.34
H 4.60257 -10.39179 -0.79893 -0.15 -0.20 0.19
H 6.48887 -9.93368 0.80653 -0.34 0.04 -0.13
H 6.20212 -8.46380 1.72872 0.51 0.63 1.44
H 6.68197 -8.30407 0.01857 -0.22 -0.57 0.66
C 4.79192 -1.75208 -3.47481 -1.75 -0.31 -0.22
C 4.19787 -0.90819 -4.56691 0.39 0.08 -1.32
N 5.21894 -0.19507 -5.42913 1.85 1.04 -1.48
C 5.98758 -1.17021 -6.41308 0.05 0.60 1.57
C 4.49376 0.91404 -6.22806 0.52 0.23 -1.04
C 5.30145 1.41332 -7.47756 -0.88 0.11 0.64
C 6.29702 0.52581 -4.56644 -0.69 -0.07 0.07
C 5.76509 1.60181 -3.61446 1.34 -0.90 0.14
O 5.68375 2.83089 -4.26615 -0.61 -0.12 0.06
C 5.20004 3.84024 -3.38600 2.25 -0.17 -0.06
H 5.31913 -1.13849 -2.77508 0.32 0.07 0.67
H 5.39975 -2.55460 -3.85892 0.38 -0.22 -0.05
H 3.89388 -2.22720 -3.00670 0.81 0.22 0.08
H 3.59594 -0.06791 -4.22741 -0.54 -0.38 0.26
H 3.63472 -1.51356 -5.30678 0.01 0.36 0.64
H 6.82240 -0.65796 -6.90906 -0.49 0.13 0.29
H 5.33193 -1.59787 -7.16492 -0.33 0.12 0.22
H 6.42990 -1.94905 -5.77572 -0.33 0.16 -0.27
H 4.31881 1.77473 -5.56298 -0.03 -0.74 -0.13
H 3.52451 0.51279 -6.55599 0.31 0.02 0.27
H 6.34755 1.56593 -7.30701 0.70 -0.14 0.43
H 4.97230 2.42894 -7.75012 -0.34 -0.53 0.02
H 5.20413 0.74004 -8.32524 -0.13 0.08 -0.07
H 7.02603 1.01258 -5.20629 0.03 -0.32 -0.32
H 6.75575 -0.22949 -3.94001 0.26 -0.21 -0.31
H 6.55628 1.70893 -2.81500 -0.83 -0.33 -0.39
H 4.84408 1.19329 -3.18285 -0.26 0.71 0.25
H 5.41701 4.76052 -3.91983 -0.45 0.26 0.24
H 5.80125 3.81382 -2.45293 -0.21 0.18 -0.32
H 4.19204 3.66601 -3.13421 -1.38 -0.01 0.15
C -0.99461 -2.33733 -3.45797 -0.80 0.42 -1.46
C -1.19370 -1.46391 -4.73549 0.09 0.12 1.53
N -2.36045 -0.48357 -4.72944 1.38 1.77 2.29
C -2.37868 0.22102 -3.37837 -0.36 0.97 -0.16
C -2.21422 0.54665 -5.82508 -0.19 0.12 0.41
C -2.23529 -0.05519 -7.17716 0.18 -0.75 -2.64
C -3.59819 -1.23725 -4.92373 -0.47 -1.55 0.56
C -4.95175 -0.55099 -4.64487 1.10 -0.31 0.68
O -5.12153 0.46147 -5.60621 -0.17 0.50 1.34
C -6.48716 0.92342 -5.53569 1.27 -0.80 -1.57
H -1.78526 -3.09891 -3.47568 0.33 0.06 0.71
H -0.92024 -1.75629 -2.53829 -0.25 -0.17 -0.14
H -0.02470 -2.80010 -3.58488 0.13 -0.36 0.03
H -1.43213 -2.05746 -5.57643 0.28 -0.95 -0.86
H -0.25624 -0.94837 -4.86200 0.03 0.80 -0.42
H -3.18607 0.97820 -3.33894 0.37 -0.48 -0.36
H -1.44229 0.78408 -3.13529 -0.47 -0.97 -0.53
H -2.64262 -0.53855 -2.65302 0.24 0.10 0.25
H -1.27693 1.08503 -5.65239 -0.16 -0.07 0.25
H -3.10823 1.16387 -5.72738 0.37 0.28 0.15
H -2.09721 0.72066 -7.94501 0.27 0.12 0.43
H -3.19954 -0.47308 -7.53966 0.49 0.09 0.70
H -1.43191 -0.79696 -7.39828 -0.54 0.49 0.37
H -3.46456 -2.18864 -4.34901 -0.52 0.89 -0.26
H -3.44181 -1.48550 -5.95196 -1.06 -0.67 -0.62
H -4.99537 -0.22006 -3.54255 -0.08 -0.08 -1.56
H -5.75967 -1.27600 -4.78985 0.22 -0.34 0.18
H -6.48584 1.81815 -6.11356 -0.37 0.64 -0.47
H -6.81373 1.13274 -4.54758 -0.28 -0.05 0.99
H -7.01630 0.12430 -6.04688 -0.90 0.23 0.22
C -5.82921 -0.47913 2.63389 -0.57 1.07 0.12
C -4.72236 -1.03877 3.46459 -0.08 -0.60 1.44
N -4.94303 -2.49118 3.99409 0.63 1.09 -1.97
C -6.31978 -2.58385 4.50668 0.30 -0.94 -0.47
C -4.82896 -3.43802 2.81211 0.05 -0.88 -0.06
C -3.63229 -3.31902 1.88660 -0.34 -0.45 0.74
C -3.91499 -2.83334 5.05933 -0.74 -0.67 0.53
C -4.23046 -2.51154 6.51543 0.48 -0.92 0.48
O -4.58328 -1.17028 6.72292 -1.75 -0.15 -0.21
C -3.73328 -0.30359 7.41982 0.45 -0.73 0.02
H -5.93810 -1.12147 1.77742 -0.64 -0.18 -0.46
H -5.45499 0.47400 2.20312 -0.21 -0.58 0.30
H -6.79138 -0.25525 3.16292 0.79 -0.47 -0.51
H -4.55703 -0.54843 4.40614 0.09 0.78 0.23
H -3.84152 -0.98386 2.86245 0.82 -0.38 0.00
H -6.49528 -1.79156 5.18244 -0.06 0.69 1.02
H -6.29415 -3.54928 4.99518 -0.96 -0.17 0.15
H -7.03654 -2.48389 3.68855 0.18 -0.45 0.19
H -5.72774 -3.34759 2.20652 -0.22 -0.03 0.34
H -4.76903 -4.40662 3.28957 -0.50 -0.42 -0.06
H -2.73114 -3.49725 2.48886 0.12 0.58 -0.62
H -3.73562 -2.41753 1.32163 0.78 0.88 -0.05
H -3.70475 -4.07632 1.09822 -0.08 -0.31 0.47
H -3.01620 -2.31872 4.84189 0.95 0.57 -0.68
H -3.65424 -3.91452 5.10599 -0.51 0.52 -0.72
H -3.21664 -2.73658 6.90557 -0.48 0.18 0.47
H -4.94435 -3.26092 7.00886 0.65 1.32 -0.67
H -4.22011 0.42599 8.03096 -1.11 0.53 -0.09
H -3.10797 0.15699 6.69222 0.95 0.64 -0.33
H -3.16680 -0.83655 8.14767 0.91 -0.64 0.37
B -3.58779 0.64891 0.01522 -1.27 2.32 -1.27
F -2.54189 1.18480 -0.75220 0.49 -0.07 -0.38
F -3.37197 1.03914 1.32143 0.06 0.22 1.35
F -4.80380 1.25814 -0.48954 0.69 -0.66 0.57
F -3.65148 -0.70091 -0.07719 -0.10 -1.57 -0.23
Cl -0.68100 -1.91542 4.86373 0.14 0.28 -0.16
Cl 2.03778 -3.49665 -2.02883 -0.08 0.12 0.21
Cl 1.31112 1.46819 -4.33865 -0.06 -0.10 0.11
```
Forces are in eV/Å.

molecular weight: 1363.19 g/mol
HOMO: -14.56 eV
E_tot: -146345.6169 eV
charge: +4
lowest unoccupied orbital energy: -5.68 eV
HOMO-LUMO gap: 8.9 eV